Record 1
The following is a quantum chemistry calculation of a molecular structure, C4H6InO2 at a distorted geometry, from OMol25.

Each line ends with the Mulliken spin population.
Atoms and positions in Å:
1 O -2.9261 0.2074 0.4066  0.112
2 C -1.9178 -0.4716 -0.0951  0.216
3 C -0.5977 -0.3352 0.2616  0.523
4 C 0.4318 -1.3353 0.0145  0.092
5 C 1.9136 -1.0081 -0.2029  0.010
6 O 2.2100 0.3490 -0.1023  -0.039
7 In 0.6737 1.3142 -0.4661  -0.070
8 H -2.6934 1.1229 0.6194  0.008
9 H -2.2137 -1.0841 -0.9546  0.023
10 H 0.0822 -2.1763 -0.6035  0.012
11 H 0.2413 -1.2945 1.2727  0.093
12 H 2.2108 -1.4230 -1.1856  0.016
13 H 2.4907 -1.5719 0.5547  0.005

Computed properties:
ΔE to the lowest compared entry with this formula, charge and spin	2.5641	eV
⟨S²⟩	0.782
2S+1	2
net charge	+2
lowest unoccupied orbital energy (alpha / beta)	-12.988 / -12.830	eV
energy	-495.676803	hartree

***

Record 2
The following is a quantum chemistry calculation of a molecular structure, C4H6LiO2Sm at a distorted geometry, from OMol25.

Each line ends with the natural charge from an NBO analysis.
Atoms and positions in Å:
1 O -1.4272 1.8129 0.0395  -0.967
2 C -0.8600 0.6975 0.2575  0.299
3 C 0.4758 0.4160 -0.0438  -0.506
4 Sm -4.0209 2.5072 0.6822  1.023
5 Li -0.5545 3.2257 -0.9599  0.943
6 H -1.4621 -0.0960 0.7227  0.158
7 H 1.2052 1.2277 -0.1036  0.237
8 C 1.0570 -0.8812 0.2475  0.406
9 C 0.4166 -1.5177 -0.8871  -0.837
10 O 1.8829 -1.0927 1.2467  -0.598
11 H 0.6210 -2.3793 0.0858  0.582
12 H 0.3127 -0.9644 -1.8311  0.363
13 H 0.5312 -2.4298 -1.4809  0.356
14 H 1.8223 -0.5259 2.0246  0.543

Computed properties:
ΔE to the lowest compared entry with this formula, charge and spin	5.2069	eV
⟨S²⟩	15.755
2S+1	8
net charge	+2
lowest unoccupied orbital energy (alpha / beta)	-7.073 / -7.075	eV
energy	-971.133403	hartree

***

Record 3
The following is a quantum chemistry calculation of a molecular structure, C4H6LiO2Tl at a distorted geometry, from OMol25.

Each line ends with the Mulliken charge.
Atoms and positions in Å:
1 O 0.2672 -1.9651 -0.8238  -0.656
2 C 0.1501 -1.6660 0.4881  0.451
3 C 1.1580 -1.0122 1.1966  -0.861
4 Tl -1.6277 -1.5082 -0.4831  1.153
5 Li 1.3349 -0.5043 -1.2372  0.911
6 H 2.2064 -1.1568 0.8836  0.334
7 H 1.0537 -0.8250 2.2680  0.321
8 C -0.5309 1.2102 -0.8457  -0.141
9 C 0.1775 1.1983 0.3497  -0.779
10 O -1.7156 0.4329 -0.9238  -0.451
11 H -0.5610 2.0963 -1.4823  0.498
12 H 0.9926 1.9209 0.4359  0.337
13 H -0.3734 0.8537 1.2294  0.448
14 H -2.5319 0.9252 -1.0552  0.434

Computed properties:
2S+1	1
net charge	+2
lowest unoccupied orbital energy (alpha / beta)	-11.311 / -11.789	eV
energy	-485.592911	hartree

***

Record 4
The following is a quantum chemistry calculation of a molecular structure, C4H6LuO3 at a distorted geometry, from OMol25.

Each line ends with the Mulliken charge.
Atoms and positions in Å:
1 C 0.1787 2.3605 0.9860  0.185
2 C 0.6718 1.1381 0.9691  -0.010
3 O 0.7812 3.4753 1.3135  -0.221
4 H -0.6804 1.8570 1.7019  0.359
5 H 1.7140 0.8895 1.1704  0.321
6 H 1.0288 4.0001 0.5402  0.453
7 O 0.0468 0.0083 -0.0056  -0.316
8 C 0.5642 -1.0890 -0.3495  0.855
9 O -0.2463 -2.1215 -0.4021  -0.224
10 Lu 2.6638 -2.2740 -0.7169  1.269
11 C -1.4710 -2.0634 -1.1659  -0.627
12 H -2.2937 -1.8261 -0.4830  0.299
13 H -1.3823 -1.3001 -1.9466  0.364
14 H -1.5756 -3.0546 -1.6116  0.291

Computed properties:
ΔE to the lowest compared entry with this formula, charge and spin	7.8628	eV
2S+1	1
net charge	+3
lowest unoccupied orbital energy (alpha / beta)	-14.429 / -15.696	eV
energy	-1615.703105	hartree

***

Record 5
The following is a quantum chemistry calculation of a molecular structure, C4H6MgO5Sn at a distorted geometry, from OMol25.

Each line ends with the natural charge from an NBO analysis.
Atoms and positions in Å:
1 C -2.1209 -0.5763 -2.5266  1.054
2 O -2.4288 0.3716 -1.8740  -0.699
3 O -2.0098 -0.9967 -3.6047  -0.386
4 Mg -3.4478 2.2294 -2.3897  0.914
5 O 0.5251 2.2221 1.5399  -0.876
6 O 0.5434 0.0963 -1.1546  -0.931
7 C 0.5883 -1.1351 -0.5460  -0.193
8 C 1.2361 -0.8681 0.8199  -0.117
9 O 0.3234 -0.0490 1.5558  -0.610
10 C 0.8364 1.1244 2.2700  0.216
11 Sn -0.2458 1.3272 0.0456  1.433
12 H 0.5364 -1.7917 -1.6033  0.246
13 H -0.1743 -1.8941 -0.2611  0.182
14 H 2.1842 -0.3177 0.6992  0.198
15 H 1.4078 -1.8099 1.3622  0.219
16 H 0.3239 1.0991 3.2495  0.184
17 H 1.9222 0.9687 2.4177  0.166

Computed properties:
ΔE to the lowest compared entry with this formula, charge and spin	3.7265	eV
⟨S²⟩	0.756
2S+1	2
net charge	+1
lowest unoccupied orbital energy (alpha / beta)	-5.191 / -6.481	eV
energy	-946.187109	hartree

***

Record 6
The following is a quantum chemistry calculation of C4H6N2 in the gas phase, from OMol25.

Each line ends with the natural charge from an NBO analysis.
Atoms and positions in Å:
1 N 0.9525 -0.1711 1.9440  -0.782
2 C 0.1456 -0.1400 0.8245  0.074
3 C -1.1541 -0.7035 0.8388  -0.021
4 N -1.3040 -0.2019 -1.5810  -0.671
5 C -0.1518 0.3792 -1.5284  0.103
6 C 0.5141 0.5931 -0.2928  -0.404
7 H 0.5196 -0.3233 2.8425  0.394
8 H 1.7162 0.4920 1.9537  0.387
9 H -1.3400 -1.5509 0.1807  0.184
10 H -1.5628 -0.4289 -2.5455  0.354
11 H 0.3862 0.6973 -2.4287  0.173
12 H 1.2785 1.3580 -0.2078  0.210

Computed properties:
ΔE to the lowest compared entry with this formula, charge and spin	4.4933	eV
2S+1	1
lowest unoccupied orbital energy	-0.342	eV
energy	-265.370445	hartree

***

Record 7
The following is a quantum chemistry calculation of a molecular structure, C4H6N2 at a distorted geometry, from OMol25.

Each line ends with the natural charge from an NBO analysis.
Atoms and positions in Å:
1 N -3.2251 0.0383 -0.8007  -0.355
2 C -2.2043 0.3397 -0.3109  0.120
3 C -0.8419 0.6875 -0.1090  -0.456
4 C 0.1795 -0.3134 0.4188  -0.106
5 C 1.5077 -0.4462 -0.2343  -0.249
6 N 1.3886 0.2366 1.0459  -0.578
7 H -1.4332 0.5290 -1.3838  0.384
8 H -0.5683 1.7367 0.0509  0.270
9 H -0.2259 -1.2226 0.8646  0.211
10 H 1.7459 0.2069 -1.0708  0.201
11 H 1.9643 -1.4331 -0.2777  0.198
12 H 1.7127 -0.3597 1.8070  0.361

Computed properties:
ΔE to the lowest compared entry with this formula, charge and spin	4.5438	eV
2S+1	1
lowest unoccupied orbital energy	0.773	eV
energy	-265.368589	hartree

***

Record 8
The following is a quantum chemistry calculation of a molecular structure, C4H6N2, from OMol25.

Each line ends with the natural charge from an NBO analysis.
Atoms and positions in Å:
1 N 2.0254 0.1854 0.0783  -0.879
2 C -0.2788 0.3587 -0.1425  0.185
3 C 0.8826 1.0264 -0.1324  -0.092
4 C -1.8154 0.3917 -0.1285  -0.378
5 C -1.7513 -0.9319 0.1139  0.037
6 N -0.3709 -1.0587 -0.0186  -0.646
7 H 2.6307 0.0358 -0.7184  0.373
8 H 2.5545 0.3734 0.9195  0.371
9 H 0.9711 2.1122 -0.2601  0.189
10 H -2.6944 0.9969 -0.3225  0.229
11 H -2.4454 -1.7356 0.3107  0.203
12 H 0.2916 -1.7041 0.3672  0.408

Computed properties:
ΔE to the lowest compared entry with this formula, charge and spin	3.1038	eV
2S+1	1
lowest unoccupied orbital energy	1.143	eV
energy	-265.421509	hartree

***

Record 9
The following is a quantum chemistry calculation of C4H6N2 in the gas phase at a distorted geometry, from OMol25.

Each line ends with the natural charge from an NBO analysis.
Atoms and positions in Å:
1 N -1.6731 0.2281 1.1012  -0.611
2 N -0.4429 0.0010 0.5458  -0.217
3 C -0.1441 0.8407 -0.5793  -0.123
4 C 0.8953 0.2988 -1.2210  -0.289
5 C 1.2550 -0.8999 -0.5432  -0.311
6 C 0.5460 -0.8933 0.7501  -0.058
7 H -2.3436 0.5233 0.3403  0.367
8 H -1.3249 1.1739 1.6000  0.350
9 H -0.7482 1.7022 -0.4429  0.202
10 H 1.3535 0.7162 -2.1525  0.231
11 H 2.1418 -1.6275 -0.6909  0.227
12 H 0.4852 -2.0634 1.2921  0.232

Computed properties:
ΔE to the lowest compared entry with this formula, charge and spin	3.9988	eV
2S+1	1
SMILES	Nn1cccc1
lowest unoccupied orbital energy	0.878	eV
energy	-265.388618	hartree

***

Record 10
The following is a quantum chemistry calculation of C4H6N2 in the gas phase at a distorted geometry, from OMol25.

Each line ends with the natural charge from an NBO analysis.
Atoms and positions in Å:
1 C 1.3935 -1.0345 0.7521  -0.418
2 N 0.0955 -0.8765 0.0953  -0.402
3 C 0.1446 -0.1103 -1.1439  -0.227
4 C -0.2771 0.5220 0.2336  -0.294
5 C -1.5826 0.8897 0.1391  0.526
6 N -2.4915 1.4848 -0.4249  -0.570
7 H 1.1993 -1.2059 1.8133  0.197
8 H 2.0514 -0.1557 0.6429  0.180
9 H 1.8772 -1.9030 0.3116  0.210
10 H -0.7024 -0.4658 -1.7667  0.143
11 H -2.0789 1.5929 -1.3406  0.399
12 H 0.3712 1.2622 0.6883  0.256

Computed properties:
ΔE to the lowest compared entry with this formula, charge and spin	6.3516	eV
2S+1	1
lowest unoccupied orbital energy (alpha / beta)	-0.645 / -0.645	eV
energy	-265.302156	hartree